[1]
Here is a structure of composition C44H54AgN3OP2S3 from the Open Molecules 2025 dataset. Energies are from ωB97M-V with the def2-TZVPD basis set.

Total charge   0
Relative energy (zero: lowest compared OMol25 entry of this formula, charge and spin)   0.0 kcal per mole

Structure (XYZ):
```
108
C44H54AgN3OP2S3 (ωB97M-V with the def2-TZVPD basis set)
Ag -0.60911 0.15039 0.04954
C -1.69463 -0.94558 -3.12005
N -1.23876 -2.31329 -3.07508
C -0.43625 -2.79193 -1.97009
P -1.15625 -2.35038 -0.30726
C -0.44087 -3.65054 0.75319
C -1.12747 -4.03772 1.90126
C -0.57623 -4.95706 2.77682
C 0.67296 -5.50509 2.52019
C 1.36381 -5.12677 1.37924
C 0.81175 -4.20428 0.50337
C -2.88716 -2.84961 -0.50414
C -3.84804 -1.91368 -0.12904
C -5.19587 -2.20864 -0.30896
C -5.57708 -3.41869 -0.86208
C -4.61631 -4.35476 -1.23398
C -3.27528 -4.07236 -1.05123
C -1.79083 -3.22543 -3.97468
C -3.05013 -3.00444 -4.54526
C -3.58584 -3.90880 -5.44708
C -2.89639 -5.05706 -5.80029
C -1.64827 -5.28207 -5.23934
C -1.09435 -4.38183 -4.34687
P -0.41106 0.28975 -2.59530
C -1.01754 1.78070 -3.45064
C -2.35827 1.95793 -3.77436
C -2.79142 3.14476 -4.34738
C -1.89087 4.16716 -4.60115
C -0.55073 3.99609 -4.28018
C -0.11872 2.81210 -3.70823
C 1.04001 -0.15172 -3.60606
C 0.94585 -0.83368 -4.81831
C 2.08657 -1.13303 -5.54483
C 3.33144 -0.73129 -5.07938
C 3.43308 -0.04299 -3.88008
C 2.29268 0.22776 -3.13716
H -2.57024 -0.76122 -2.47799
H -1.99608 -0.72269 -4.14706
H 0.59071 -2.40461 -2.00788
H -0.37678 -3.87827 -2.03816
H -2.10458 -3.61845 2.11209
H -1.12613 -5.24618 3.66186
H 1.10200 -6.22407 3.20453
H 2.33531 -5.55317 1.16531
H 1.37364 -3.91516 -0.37476
H -3.52725 -0.95528 0.28785
H -5.94295 -1.48071 -0.01611
H -6.62609 -3.64192 -1.00745
H -4.91478 -5.29837 -1.67062
H -2.53077 -4.80568 -1.34105
H -3.63662 -2.14894 -4.24504
H -4.56659 -3.71567 -5.86145
H -3.32268 -5.76299 -6.49902
H -1.08542 -6.16556 -5.51076
H -0.10069 -4.56223 -3.96302
H -3.08815 1.18510 -3.57278
H -3.83836 3.26727 -4.58842
H -2.22886 5.09337 -5.04580
H 0.16253 4.78600 -4.47433
H 0.93099 2.69057 -3.46584
H -0.01877 -1.13602 -5.20175
H 2.00050 -1.67180 -6.47844
H 4.22067 -0.94894 -5.65705
H 4.40169 0.28204 -3.52194
H 2.37062 0.73799 -2.18446
C 0.43532 4.13591 2.73985
C 0.56747 3.96638 1.23075
S 0.97928 2.33817 0.55192
C 2.37299 1.79951 1.54854
C 2.05903 1.13273 2.89118
S 0.78210 -0.13309 2.91801
C -0.77355 0.68986 3.41493
C -0.68923 1.94155 4.28224
S -1.08548 3.52307 3.49410
H 0.43452 5.21229 2.93607
H 1.30708 3.75732 3.26968
H 1.31526 4.67639 0.86605
H -0.38071 4.22251 0.75521
H 3.05563 2.64054 1.70537
H 2.89766 1.08534 0.91273
H 1.84547 1.87807 3.65462
H 2.96913 0.63005 3.23252
H -1.27109 -0.09601 3.98762
H -1.39267 0.87672 2.52557
H 0.24057 2.02469 4.85132
H -1.47310 1.86974 5.04056
C 5.29728 -1.99660 -1.03918
N 4.34900 -2.20179 0.04346
C 4.86668 -2.49538 1.37167
C 3.14461 -1.66876 -0.05799
N 2.07582 -1.24528 -0.16867
H 5.88184 -2.90653 -1.18181
H 5.97659 -1.16652 -0.81611
H 4.75214 -1.77602 -1.95363
H 5.49602 -3.38396 1.31764
H 4.03309 -2.69550 2.04185
H 5.45540 -1.65958 1.76353
C -4.41529 1.82215 1.92307
C -3.36167 1.92243 0.81889
C -4.02578 2.11426 -0.54625
O -2.56236 0.79680 0.83099
H -5.07697 2.69083 1.97047
H -3.92560 1.71133 2.89234
H -5.02689 0.93028 1.76010
H -2.76658 2.83835 1.01956
H -4.49463 1.17520 -0.85112
H -3.27900 2.37669 -1.29744
H -4.79087 2.89514 -0.54139
```

***

[2]
Here is a cluster of 4 separate species, C33H69ClN2O14P3 in total from the Open Molecules 2025 dataset. Energies are from ωB97M-V with the def2-TZVPD basis set.

Total charge   +1

Structure (XYZ):
```
122
C33H69ClN2O14P3 (ωB97M-V with the def2-TZVPD basis set)
C -4.27027 5.55596 -0.72559
C -3.77324 4.21973 -0.41956
C -3.40809 3.14252 -1.53706
O -4.11499 2.99529 -2.60426
O -2.23462 2.34285 -1.27778
C -2.59800 0.92239 -1.41444
C -1.29236 -0.03369 -1.20093
C -0.14313 0.79318 -0.41969
C 0.94060 -0.26912 0.19338
C 1.77162 -1.05483 -0.94050
C 3.35132 -0.74484 -0.96999
N 3.72795 0.65215 -0.60549
C 4.09052 1.23136 0.70685
C 4.45289 2.72290 0.58582
Cl 4.96008 3.75739 1.98147
N 4.29915 3.01719 -0.84154
C 3.87202 1.79106 -1.51215
C 3.67357 1.85593 -3.10097
C 2.18133 1.44123 -3.56181
C 1.79111 2.02761 -5.03993
H -3.63909 6.50927 -0.53464
H -5.33206 5.73617 -1.14290
H -3.63356 3.92775 0.69090
H -2.93500 0.75271 -2.50310
H -3.47784 0.62509 -0.73983
H -0.89142 -0.35859 -2.23437
H -1.56100 -0.98135 -0.60534
H 0.35280 1.59308 -1.06905
H -0.60819 1.32719 0.49269
H 1.57401 0.23336 1.00265
H 0.28737 -1.05919 0.74011
H 1.31391 -0.86351 -1.97100
H 1.67105 -2.18982 -0.71670
H 3.93914 -1.50142 -0.34044
H 3.69233 -0.89179 -2.07042
H 4.05012 0.51300 1.58954
H 4.47245 3.94952 -1.25840
H 3.97916 2.87840 -3.55533
H 4.41244 1.09441 -3.56755
H 2.11894 0.30059 -3.51454
H 1.45642 1.96857 -2.83452
H 0.68756 2.33828 -4.96496
H 1.89197 1.18057 -5.80447
H 2.40130 2.95372 -5.31715
O 10.76805 1.75389 -0.00333
P 10.50485 2.14646 1.45786
O 10.32019 3.76925 1.14191
C 9.27550 4.16703 0.26432
C 7.94016 4.20888 0.98263
O 12.10654 2.11903 1.89976
C 13.00253 1.19095 1.29503
C 13.80788 1.88139 0.20920
O 10.15382 2.46957 3.10108
C 10.81169 3.50701 3.83169
C 9.89500 4.69933 4.03169
H 9.21794 3.50200 -0.60152
H 9.52471 5.16292 -0.11174
H 7.72957 3.25949 1.48251
H 7.13196 4.42700 0.28025
H 7.93932 4.98488 1.75258
H 12.46671 0.32189 0.90526
H 13.67701 0.82575 2.07440
H 13.17410 2.42504 -0.49323
H 14.40859 1.15815 -0.34908
H 14.48431 2.61926 0.65298
H 11.74437 3.82969 3.36773
H 11.06166 3.08312 4.80837
H 9.85395 5.31410 3.12947
H 10.26390 5.33640 4.83945
H 8.87353 4.38313 4.25874
O -9.24472 -0.13580 0.65457
P -8.31119 -0.58953 1.78548
O -8.40759 0.83487 2.63666
C -9.68541 1.25125 3.10717
C -10.06567 0.52505 4.38302
O -6.91275 -0.31828 0.92602
C -6.88945 -0.51223 -0.48431
C -7.01735 0.82391 -1.19246
O -7.31382 -1.21616 3.02745
C -6.18079 -0.50504 3.52609
C -6.46816 0.09069 4.89151
H -10.45177 1.09837 2.34313
H -9.63033 2.32669 3.29605
H -9.99853 -0.55925 4.25698
H -11.08305 0.78428 4.68492
H -9.39025 0.79637 5.19844
H -7.66973 -1.20974 -0.79949
H -5.92955 -0.97114 -0.74072
H -7.86482 1.40571 -0.82690
H -7.12784 0.68315 -2.27117
H -6.12312 1.43097 -1.01488
H -5.83366 0.27450 2.84659
H -5.37512 -1.23914 3.62098
H -7.04856 1.01150 4.79968
H -5.53649 0.34624 5.40317
H -7.04467 -0.59835 5.51364
O -3.49539 -3.88607 -1.68065
P -4.60721 -4.93599 -1.82870
O -3.94363 -5.97458 -0.71329
C -3.78289 -5.51176 0.62302
C -5.08475 -5.59827 1.39599
O -3.99050 -5.59166 -3.22720
C -3.32437 -4.76384 -4.17417
C -1.82082 -4.89991 -4.01336
O -5.90226 -6.04119 -1.99018
C -5.69036 -7.43800 -2.20732
C -5.96723 -8.23427 -0.94608
H -3.40221 -4.48708 0.63846
H -3.02725 -6.14238 1.09934
H -5.89352 -5.08419 0.86898
H -4.97285 -5.15749 2.38941
H -5.39249 -6.63965 1.51958
H -3.64463 -3.72290 -4.08268
H -3.61732 -5.10039 -5.17255
H -1.50110 -4.75692 -2.97981
H -1.29495 -4.17865 -4.64560
H -1.50028 -5.90648 -4.30161
H -4.68997 -7.66511 -2.57751
H -6.40187 -7.73936 -2.98136
H -5.12125 -8.17837 -0.25716
H -6.12010 -9.29001 -1.18411
H -6.84452 -7.85228 -0.41807
```

***

no.,highest occupied orbital energy (Eh),gap between HOMO and LUMO (eV),maximum force (eV/Å)
1,-0.2515,7.064,0.4
2,-0.3781,6.607,9.7